Entry 1:
Here is 2 unconnected molecules or ions with the total composition C4H12N4O at a distorted geometry from OMol25. Energies are from ωB97M-V/def2-TZVPD.

Each line ends with the Mulliken charge.
Cartesian coordinates (Å):
H  2.0767  0.5613  1.3005  0.23
N  1.9055  -0.1038  0.5549  -0.68
C  1.4569  0.4256  -0.5423  -0.04
N  1.3913  -0.3476  -1.6787  -0.07
O  1.9105  0.2139  -2.8658  -0.46
H  1.3965  1.4978  -0.7571  0.43
H  1.6884  -1.3084  -1.5686  0.26
H  1.1369  0.4354  -3.4072  0.32
C  -1.5319  -0.3872  -0.6071  -1.01
C  -0.9512  0.1819  0.4686  0.81
C  -1.3164  1.5758  0.9080  -1.42
N  -0.3783  -0.5766  1.5160  0.07
N  -0.2248  -1.9724  1.4675  -0.82
H  -1.3004  -1.3893  -0.9295  0.25
H  -2.0639  0.2228  -1.3167  0.29
H  -0.4253  2.1187  1.2274  0.34
H  -1.7762  2.1331  0.0943  0.38
H  -2.0070  1.5444  1.7557  0.34
H  -0.5898  -0.2640  2.4535  0.24
H  0.6259  -2.1548  0.9313  0.27
H  -1.0232  -2.4067  0.9953  0.27

Summary:
Multiplicity ... 1
LUMO ... 0.0302 Eh
Energy above the lowest of the compared OMol25 structures with the same formula, charge and spin ... 113.0 kcal per mole
Molar mass ... 132.167 g/mol
Orbital gap ... 0.318 Eh
E ... -453.7220 Ha
SMILES ... [H]/N=C/NO.C=C(C)NN


Entry 2:
Here is 4 unconnected molecules or ions with the total composition C4H12N4O8 at a distorted geometry from OMol25. Energies are from ωB97M-V/def2-TZVPD.

Each line ends with the Mulliken charge.
Cartesian coordinates (Å):
C  10.3395  -30.6210  -9.1237  -0.78
N  10.1830  -29.6711  -10.2197  0.74
O  10.3863  -30.0858  -11.3892  -0.46
O  10.0231  -28.5066  -9.9108  -0.43
H  9.3448  -30.7007  -8.6853  0.31
H  11.0152  -30.2293  -8.3633  0.30
H  10.4866  -31.6146  -9.5468  0.33
C  7.8898  -27.4339  -11.5336  -0.32
N  6.9930  -26.9953  -12.6200  0.89
O  6.1993  -26.0712  -12.4912  -0.05
O  7.0422  -27.6799  -13.6142  -0.30
H  7.5596  -26.9362  -10.6219  0.31
H  8.8227  -26.9755  -11.8616  0.10
H  7.6813  -28.5038  -11.5350  0.33
C  8.1784  -22.9919  -7.5437  -0.60
N  8.9325  -24.2144  -8.0917  0.75
O  9.6710  -24.8308  -7.3397  -0.48
O  8.5298  -24.5427  -9.2341  -0.48
H  7.8695  -22.4184  -8.4177  0.29
H  8.9183  -22.5350  -6.8866  0.28
H  7.3074  -23.4186  -7.0462  0.26
C  12.4555  -27.0405  -12.0818  -0.66
N  11.2814  -26.4497  -12.8002  0.89
O  10.7865  -25.4249  -12.3981  -0.53
O  10.8993  -27.0636  -13.7453  -0.52
H  12.3121  -27.9667  -11.5253  0.19
H  12.8189  -26.2144  -11.4706  0.30
H  13.1676  -27.2307  -12.8849  0.32

Summary:
Multiplicity ... 2
LUMO (spin up / spin down) ... -0.2417 / -0.3769 Eh
Energy above the lowest of the compared OMol25 structures with the same formula, charge and spin ... 0.0 kcal per mole
Molar mass ... 244.160 g/mol
Orbital gap (spin up / spin down) ... 0.270 / 0.134 Eh
Net charge ... +1
E ... -979.7528 Ha


Entry 3:
Here is a gas-phase ion, C4H12N5 (charge +1) at a distorted geometry from OMol25. Energies are from ωB97M-V/def2-TZVPD.

Each line ends with the Mulliken charge.
Cartesian coordinates (Å):
C  -2.3527  -1.4000  0.4934  -0.95
N  -1.2529  -0.4989  0.3890  -0.45
C  -0.1614  -0.5510  -0.3294  0.94
C  0.2108  -1.7027  -1.1703  -1.58
N  0.7988  0.4865  -0.3010  0.37
N  1.8311  0.4965  -1.2482  -1.01
C  0.5750  1.5485  0.5174  0.67
N  1.6894  2.3602  0.7718  -0.42
N  -0.4515  1.6912  1.3217  -0.35
H  -3.2248  -1.1573  -0.2050  0.30
H  -2.1420  -2.5460  0.4154  0.30
H  -2.6587  -1.3119  1.5026  0.35
H  1.1773  -1.9604  -1.0436  0.46
H  -0.0620  -1.4497  -2.2207  0.37
H  -0.4207  -2.5546  -0.9919  0.39
H  2.6135  -0.0872  -0.8546  0.31
H  1.5177  0.2490  -2.1292  0.26
H  1.5165  2.9255  1.5883  0.20
H  2.6134  2.2178  0.3556  0.23
H  -1.1183  0.8157  1.1610  0.39
H  -0.6984  2.4288  1.9776  0.22

Summary:
Multiplicity ... 1
LUMO ... -0.1114 Eh
Energy above the lowest of the compared OMol25 structures with the same formula, charge and spin ... 7.8 kcal per mole
Molar mass ... 130.175 g/mol
Orbital gap ... 0.393 Eh
Net charge ... +1
E ... -433.1150 Ha
SMILES ... C/N=C(\C)N(N)C(N)=[NH2+]


Entry 4:
Here is 2 unconnected molecules or ions with the total composition C4H12NO at a distorted geometry from OMol25. Energies are from ωB97M-V/def2-TZVPD.

Each line ends with the Mulliken charge.
Cartesian coordinates (Å):
C  1.6542  -0.8560  1.7317  -1.07
C  -0.0861  1.9314  0.1178  -1.27
C  1.7252  0.2804  0.5929  -0.58
C  0.3079  0.5020  0.0131  0.70
N  -2.4491  -1.1814  -1.8507  -0.35
O  -0.4649  -0.3285  -0.3645  -0.74
H  0.9831  -1.6353  1.2201  0.25
H  2.6222  -1.2500  1.8806  0.35
H  1.2917  -0.4870  2.5584  0.39
H  -1.0648  1.9603  -0.1387  0.40
H  0.5211  2.4900  -0.4959  0.39
H  0.2484  2.2215  1.1585  0.35
H  2.1665  1.2313  0.9091  0.39
H  2.2693  -0.1258  -0.2205  0.32
H  -3.2431  -1.1133  -1.2311  0.39
H  -2.5594  -0.5273  -2.5615  0.35
H  -2.2519  -2.1489  -2.0598  0.42
H  -1.6705  -0.9632  -1.2594  0.32

Summary:
Multiplicity ... 1
LUMO ... -0.1330 Eh
Energy above the lowest of the compared OMol25 structures with the same formula, charge and spin ... 31.1 kcal per mole
Molar mass ... 90.146 g/mol
Orbital gap ... 0.371 Eh
Net charge ... +1
E ... -289.3253 Ha


Entry 5:
Here is 2 unconnected molecules or ions with the total composition C4H12NO at a distorted geometry from OMol25. Energies are from ωB97M-V/def2-TZVPD.

Each line ends with the Mulliken charge.
Cartesian coordinates (Å):
C  -0.5676  1.4515  -1.2188  -0.62
N  0.5207  0.5278  -1.7099  -0.16
C  0.4603  -0.7067  -0.8092  -0.78
C  -0.2149  -0.2360  0.4682  -0.32
C  -0.6578  1.2391  0.2862  -0.52
H  -0.3340  2.4455  -1.5866  0.41
H  -1.5007  1.1326  -1.6825  0.31
H  1.4324  0.9453  -1.5531  0.35
H  0.4210  0.2410  -2.6799  0.33
H  1.2898  -1.4017  -0.8868  0.45
H  -0.2712  -1.3131  -1.3607  0.31
H  -1.0469  -0.9023  0.6617  0.30
H  0.3634  -0.3398  1.3764  0.33
H  0.0286  1.9134  0.7903  0.32
H  -1.6768  1.2616  0.6534  0.29
H  -0.1521  -2.3118  3.3564  0.29
H  1.3997  -2.0698  3.0755  0.29
O  0.5061  -1.8766  2.8194  -0.60

Summary:
Multiplicity ... 1
LUMO ... -0.1217 Eh
Energy above the lowest of the compared OMol25 structures with the same formula, charge and spin ... 19.9 kcal per mole
Molar mass ... 90.146 g/mol
Orbital gap ... 0.422 Eh
Net charge ... +1
E ... -289.3431 Ha


Entry 6:
Here is 3 unconnected molecules or ions with the total composition C4H12NO at a distorted geometry from OMol25. Energies are from ωB97M-V/def2-TZVPD.

Each line ends with the Mulliken charge.
Cartesian coordinates (Å):
C  -1.9605  0.7180  1.3931  -0.99
C  -0.6899  0.3977  0.5636  -0.03
C  -0.6184  -0.5120  -0.4199  0.45
C  -1.6321  -1.4581  -0.9769  -0.87
O  1.9711  -1.2476  -0.8356  -0.55
N  2.8505  1.6292  0.2382  -0.69
H  -2.0161  1.6818  2.0007  0.35
H  -2.1893  -0.2115  2.0400  0.30
H  -2.8491  0.8033  0.7037  0.31
H  -0.0512  1.3320  0.7582  0.41
H  0.9571  -0.9254  -0.7190  0.19
H  -2.6481  -0.9687  -1.1167  0.37
H  -1.6909  -2.4362  -0.4104  0.31
H  -1.1006  -1.6713  -1.8979  0.37
H  3.0676  0.6410  -0.0482  0.22
H  1.8902  -1.7540  -1.6193  0.35
H  3.5683  1.8125  0.9405  0.26
H  3.1414  2.1691  -0.5940  0.24

Summary:
Multiplicity ... 1
LUMO ... -0.3109 Eh
Energy above the lowest of the compared OMol25 structures with the same formula, charge and spin ... 155.3 kcal per mole
Molar mass ... 90.146 g/mol
Orbital gap ... 0.184 Eh
Net charge ... +1
E ... -289.1274 Ha


Entry 7:
Here is a gas-phase ion, C4H12NO (charge +1) at a distorted geometry from OMol25. Energies are from ωB97M-V/def2-TZVPD.

Each line ends with the Mulliken charge.
Cartesian coordinates (Å):
C  -1.2883  -0.4451  -1.8926  -0.80
N  -1.0255  0.3454  -0.6374  -0.26
C  0.4864  0.2768  0.0236  0.20
C  0.7778  -1.1803  0.3144  -1.00
C  0.4746  1.0690  1.3465  -0.99
O  1.8025  0.9066  1.7362  -0.47
H  -1.8361  0.1081  -2.6832  0.34
H  -0.2784  -0.6965  -2.2730  0.33
H  -1.8170  -1.4269  -1.7098  0.31
H  -1.1815  1.4267  -0.5915  0.41
H  -1.5608  0.0531  0.0877  0.35
H  1.0767  0.7491  -0.8270  0.30
H  1.8910  -1.0927  0.5230  0.38
H  0.3634  -1.9768  -0.5152  0.32
H  0.4553  -1.5050  1.3247  0.30
H  -0.4062  0.8085  1.9491  0.47
H  0.3384  2.0916  1.2460  0.50
H  1.7279  0.4885  2.5784  0.33

Summary:
Multiplicity ... 1
LUMO ... -0.1223 Eh
Energy above the lowest of the compared OMol25 structures with the same formula, charge and spin ... 59.9 kcal per mole
Molar mass ... 90.146 g/mol
Orbital gap ... 0.427 Eh
Net charge ... +1
E ... -289.2794 Ha
SMILES ... C[NH2+][C@H](C)CO


Entry 8:
Here is a gas-phase ion, C4H12NO (charge +1) at a distorted geometry from OMol25. Energies are from ωB97M-V/def2-TZVPD.

Each line ends with the Mulliken charge.
Cartesian coordinates (Å):
C  -2.2892  -0.0263  0.2403  -1.12
C  -1.4122  -1.2579  0.1790  -0.40
N  -0.0152  -0.8257  -0.1647  -0.13
C  0.9001  -0.1364  0.8087  -0.75
C  1.8294  0.7595  -0.0110  -0.33
O  1.0290  1.3794  -0.9951  -0.53
H  -3.2801  -0.1309  0.6729  0.36
H  -2.5312  0.3015  -0.7795  0.37
H  -1.8552  0.8478  0.7247  0.32
H  -1.4445  -1.8047  1.1214  0.36
H  -1.6971  -1.9804  -0.5791  0.34
H  -0.2004  -0.0769  -0.8494  0.38
H  0.5371  -1.5606  -0.5701  0.36
H  0.3060  0.4137  1.5394  0.35
H  1.3796  -0.8400  1.4912  0.39
H  2.3520  1.4581  0.6375  0.38
H  2.5491  0.0777  -0.4924  0.32
H  1.5582  2.0185  -1.4726  0.33

Summary:
Multiplicity ... 1
LUMO ... -0.1110 Eh
Energy above the lowest of the compared OMol25 structures with the same formula, charge and spin ... 20.9 kcal per mole
Molar mass ... 90.146 g/mol
Orbital gap ... 0.452 Eh
Net charge ... +1
E ... -289.3416 Ha
SMILES ... CC[NH2+]CCO


Entry 9:
Here is 2 unconnected molecules or ions with the total composition C4H12NO2 at a distorted geometry from OMol25. Energies are from ωB97M-V/def2-TZVPD.

Each line ends with the Mulliken charge.
Cartesian coordinates (Å):
C  1.6960  -0.4397  0.8519  -1.60
C  0.6033  0.4249  0.1593  0.33
C  -0.4985  0.7882  1.1265  -0.75
C  -1.4527  1.8914  0.4618  -0.56
O  -0.9016  2.5004  -0.6029  -0.88
N  0.1084  -0.2866  -1.0471  -0.80
H  2.2838  0.2169  1.4944  0.39
H  2.2156  -0.9206  0.0168  0.43
H  1.2733  -1.2838  1.4006  0.27
H  1.1375  1.3024  -0.1970  0.41
H  -0.0361  1.1011  2.0720  0.40
H  -1.1448  -0.0475  1.3850  0.26
H  -1.6942  2.6343  1.2532  0.30
H  -2.3520  1.2995  0.1845  0.14
H  -0.4945  0.4232  -1.4761  0.28
H  -0.5083  -0.9855  -0.6273  0.36
H  0.4487  -3.2343  -2.6712  0.28
H  -0.3492  -2.2730  -1.6475  0.44
O  -0.3348  -3.1112  -2.1368  -0.70

Summary:
Multiplicity ... 1
LUMO ... 0.1410 Eh
Energy above the lowest of the compared OMol25 structures with the same formula, charge and spin ... 24.0 kcal per mole
Molar mass ... 106.145 g/mol
Orbital gap ... 0.236 Eh
Net charge ... -1
E ... -364.8172 Ha


Entry 10:
Here is 2 unconnected molecules or ions with the total composition C4H12NO2 at a distorted geometry from OMol25. Energies are from ωB97M-V/def2-TZVPD.

Each line ends with the Mulliken charge.
Cartesian coordinates (Å):
C  0.5884  1.4457  -0.8956  -1.33
C  -0.1416  0.8493  0.3813  0.40
C  -1.6353  1.1301  0.4115  -1.44
N  0.3511  -0.5424  0.2109  -0.64
C  -0.7332  -1.3693  -0.7832  -0.39
O  -2.0293  -1.5348  -0.4933  -0.35
H  0.6792  0.7475  -1.6617  0.29
H  0.1582  2.3763  -1.1925  0.43
H  1.5465  1.8424  -0.6147  0.32
H  0.3858  1.1722  1.2424  0.59
H  -1.8044  1.8590  1.2323  0.36
H  -2.0553  1.4372  -0.5346  0.35
H  -2.0326  0.1609  0.6648  0.36
H  -0.0129  -1.1071  1.0663  0.31
H  -0.4370  -1.0079  -1.7771  0.33
H  -0.1635  -2.3749  -0.7493  0.39
H  3.2862  0.5584  0.4963  0.31
H  2.1279  -0.5508  0.6844  0.42
O  2.9537  -0.1715  1.1163  -0.71

Summary:
Multiplicity ... 2
LUMO (spin up / spin down) ... 0.0296 / -0.0881 Eh
Energy above the lowest of the compared OMol25 structures with the same formula, charge and spin ... 42.9 kcal per mole
Molar mass ... 106.145 g/mol
Orbital gap (spin up / spin down) ... 0.407 / 0.283 Eh
E ... -364.6915 Ha


Entry 11:
Here is C4H12NO2 in the gas phase at a distorted geometry from OMol25. Energies are from ωB97M-V/def2-TZVPD.

Each line ends with the Mulliken charge.
Cartesian coordinates (Å):
C  -1.1208  1.5946  -0.1112  -0.53
O  -0.1346  2.6641  0.0398  0.16
C  -0.5589  0.2611  0.1178  -0.22
C  -0.2380  -0.7530  -1.0031  -0.96
C  0.3994  -2.0482  -0.4213  -0.82
O  1.3950  -1.7292  0.4452  0.04
N  0.6648  0.4600  0.9949  -1.87
H  -1.8765  1.7301  -0.9640  0.31
H  -1.7707  1.8276  0.8425  0.30
H  -0.2443  3.6328  -0.2649  0.07
H  -1.2548  -0.3890  0.6449  0.01
H  0.4177  -0.4453  -1.7528  0.64
H  -1.2584  -1.0112  -1.3375  0.31
H  0.6592  -2.9518  -1.1058  0.27
H  -0.3954  -2.5985  0.1727  0.27
H  2.2380  -2.2233  0.2959  0.18
H  1.5662  0.6423  0.3057  0.55
H  0.6071  1.4947  1.3852  0.73
H  0.9049  -0.1578  1.7158  0.56

Summary:
Multiplicity ... 2
LUMO (spin up / spin down) ... 0.0278 / 0.0214 Eh
Energy above the lowest of the compared OMol25 structures with the same formula, charge and spin ... 83.4 kcal per mole
Molar mass ... 106.145 g/mol
Orbital gap (spin up / spin down) ... 0.139 / 0.402 Eh
E ... -364.6270 Ha


Entry 12:
Here is 3 unconnected molecules or ions with the total composition C4H12NO2 at a distorted geometry from OMol25. Energies are from ωB97M-V/def2-TZVPD.

Each line ends with the Mulliken charge.
Cartesian coordinates (Å):
C  -2.5319  -1.5161  0.5285  -1.07
C  1.9434  -1.6410  -0.1370  -0.79
C  -1.8165  -0.7520  -0.4319  0.22
C  2.2326  -0.3540  -0.4608  0.09
N  0.4322  2.6631  -0.0193  -0.45
O  -1.1715  0.2655  -0.2123  -0.53
O  2.1020  0.7595  0.4493  -0.60
H  -2.6847  -1.0274  1.4226  0.36
H  -3.4602  -1.6317  0.0725  0.35
H  -1.9652  -2.4086  0.7096  0.31
H  1.7513  -2.3500  -0.9170  0.30
H  1.4864  -1.8343  0.7654  0.32
H  -1.8298  -1.2108  -1.4624  0.34
H  2.4648  0.0037  -1.4719  0.33
H  0.1665  3.2172  0.8518  0.42
H  0.4929  3.2387  -0.8923  0.40
H  1.2360  2.0344  0.0242  0.32
H  -0.5116  2.1370  -0.0684  0.39
H  1.6632  0.4068  1.2494  0.32

Summary:
Multiplicity ... 1
LUMO ... -0.1224 Eh
Energy above the lowest of the compared OMol25 structures with the same formula, charge and spin ... 61.8 kcal per mole
Molar mass ... 106.145 g/mol
Orbital gap ... 0.361 Eh
Net charge ... +1
E ... -364.5367 Ha